A 2-piece molecular cluster, CH6NO overall in a non-equilibrium geometry. Source: OMol25; level of theory: ωB97M-V/def2-TZVPD.

The geometry in ORCA input format:
```
! wB97M-V def2-TZVPD RIJCOSX def2/J DEFGRID3
* xyz -1 1
O 2.00541 -1.06839 -1.04674
H 1.77315 -1.12556 -2.00274
C -1.70206 0.65552 0.44956
N -0.24601 0.57439 0.72475
H -1.92790 1.00888 -0.51937
H -2.28340 1.13907 1.29742
H -1.90433 -0.41670 0.41000
H -0.10921 -0.13788 1.49193
H 0.34280 0.12545 -0.07396
*
```

**Kohn-Sham gap**: 6.548 eV
**Relative energy (zero: lowest compared OMol25 entry of this formula, charge and spin)**: 63.42 kJ/mol
**LUMO**: 4.2 eV
**HOMO**: -2.351 eV



One molecule with the formula C12H21N3O2S in a non-equilibrium geometry. Source: OMol25; level of theory: ωB97M-V/def2-TZVPD.

The geometry in ORCA input format:
```
! wB97M-V def2-TZVPD RIJCOSX def2/J DEFGRID3
* xyz 0 1
C 0.52469 -2.42578 0.15590
C 1.77162 -2.02455 -0.00224
C 2.44549 -1.02968 0.89292
N 3.13237 -0.00781 0.14524
C 2.61139 0.98789 -0.63947
N 3.55265 1.68797 -1.18819
N 4.71597 1.14079 -0.76018
C 4.50422 0.08553 0.06400
S 5.61330 -0.86622 0.80676
H 5.60593 1.50698 -1.05244
C 1.16184 1.25148 -0.81508
H 0.63972 0.30543 -0.96428
H 1.04857 1.87606 -1.70175
C 0.58224 1.97885 0.40360
H 0.51614 1.29448 1.25085
H 1.23509 2.80891 0.67981
C -0.81970 2.55286 0.15251
O -1.27856 3.23138 1.29477
H -1.43901 2.56910 1.97906
C -1.82504 1.46759 -0.25969
O -1.78130 0.42823 0.69680
C -2.88753 -0.44661 0.66367
C -2.99600 -1.27649 -0.61781
C -4.03434 -2.38040 -0.46798
H -4.11509 -2.95072 -1.38980
H -3.75846 -3.06050 0.33461
H -5.01017 -1.95804 -0.23890
H -3.27314 -0.62902 -1.45215
H -2.01907 -1.71119 -0.83751
H -3.81861 0.12121 0.81536
H -2.74185 -1.10929 1.52152
H -1.58598 1.09312 -1.26301
H -2.82944 1.91442 -0.28498
H -0.77745 3.30790 -0.63969
H 1.72519 -0.57373 1.57645
H 3.22609 -1.53554 1.47807
H 2.39380 -2.42176 -0.79309
H 0.08436 -3.17074 -0.48467
H -0.09991 -2.03212 0.94101
*
```

**Kohn-Sham gap**: 8.635 eV
**Relative energy (zero: lowest compared OMol25 entry of this formula, charge and spin)**: 103.94 kJ/mol
**SMILES**: C=CCn1c(CC[C@H](O)COCCC)n[nH]c1=S
**LUMO**: 0.7 eV
**HOMO**: -7.909 eV



A 3-piece molecular cluster, C24H49BNO11P2 overall in a non-equilibrium geometry. Source: OMol25; level of theory: ωB97M-V/def2-TZVPD.

The geometry in ORCA input format:
```
! wB97M-V def2-TZVPD RIJCOSX def2/J DEFGRID3
* xyz -1 1
O -0.91289 -3.75285 0.92107
C -0.17445 -2.58737 0.78645
C 1.09884 -2.55956 1.31225
C 1.89136 -1.39616 1.20983
C 1.34750 -0.30907 0.53697
C 0.06234 -0.32980 -0.03556
C -0.73681 -1.45486 0.08409
C -2.13930 -1.65005 -0.46839
N -2.71696 -0.47123 -1.11524
C -3.00679 0.61961 -0.18518
C -3.86674 0.22951 1.04979
C -5.21147 -0.47767 0.72282
B -5.52264 -1.60648 1.89683
O -5.52552 -2.95964 1.22150
C -6.85779 -3.40156 1.44906
C -7.13904 -2.80951 2.89140
O -6.79853 -1.45612 2.63767
H -1.27776 -3.81042 1.81328
H 1.51845 -3.43248 1.81891
H 2.90091 -1.36192 1.62156
H 1.94578 0.60226 0.45280
H -0.30960 0.54526 -0.56867
H -2.76918 -2.10096 0.32212
H -2.05264 -2.42963 -1.25190
H -3.56363 -0.80551 -1.56294
H -2.12073 1.16113 0.18153
H -3.59874 1.36337 -0.75980
H -4.04037 1.15162 1.63649
H -3.22848 -0.40873 1.69033
H -5.26967 -0.88973 -0.29649
H -6.00236 0.29486 0.84214
H -4.64711 -1.67533 2.77019
H -6.92034 -4.49708 1.34006
H -7.53071 -2.79161 0.80921
H -6.37218 -3.29964 3.52864
H -8.18872 -3.00215 3.16565
O 5.97914 -3.29862 -4.22110
P 4.79712 -3.54265 -3.33859
O 4.76903 -5.17632 -3.22669
C 5.80433 -5.83716 -2.50452
C 5.53209 -5.81078 -1.01147
O 3.61181 -3.34609 -4.47308
C 3.77031 -2.41121 -5.53747
C 3.99949 -3.14872 -6.83983
O 3.69021 -3.38313 -2.14125
C 2.72554 -2.30480 -2.14808
C 1.35405 -2.88422 -2.40121
H 6.77497 -5.38835 -2.73696
H 5.82501 -6.86908 -2.85890
H 5.59197 -4.79096 -0.62394
H 6.26141 -6.42310 -0.47718
H 4.53024 -6.18125 -0.79467
H 4.57989 -1.70928 -5.33450
H 2.84569 -1.82944 -5.60037
H 4.87882 -3.79058 -6.77604
H 4.13566 -2.44865 -7.66676
H 3.14853 -3.79481 -7.06316
H 2.98278 -1.54023 -2.88229
H 2.74656 -1.83804 -1.16583
H 1.32698 -3.38118 -3.37146
H 0.59044 -2.10714 -2.37631
H 1.11080 -3.63974 -1.65283
O 1.18268 3.97351 1.32664
P 0.21908 4.89151 2.00377
O -0.66219 5.47159 0.76043
C -1.55370 4.58346 0.07725
C -2.86129 4.43358 0.83035
O 1.23934 6.17882 2.22080
C 2.62809 5.96881 2.46604
C 3.43123 6.36297 1.24476
O -0.81839 5.52990 3.11367
C -0.34695 6.00719 4.38339
C -0.47537 7.51413 4.40991
H -1.07435 3.61293 -0.07773
H -1.73981 5.01957 -0.90508
H -2.70304 3.91944 1.78148
H -3.57615 3.85452 0.24404
H -3.29395 5.40877 1.05687
H 2.83039 4.93673 2.75408
H 2.90936 6.60276 3.31343
H 3.11824 5.79158 0.37054
H 4.49806 6.19737 1.40829
H 3.27125 7.41723 1.01076
H 0.67640 5.68681 4.57990
H -0.98306 5.57188 5.15660
H 0.12923 7.97481 3.62953
H -0.16346 7.91457 5.37577
H -1.50849 7.81055 4.22050
*
```

**Kohn-Sham gap**: 5.397 eV
**LUMO**: 1.4 eV
**HOMO**: -3.992 eV



C38H28N7O4PbS as an isolated structure in a non-equilibrium geometry. Source: OMol25; level of theory: ωB97M-V/def2-TZVPD.

The geometry in ORCA input format:
```
! wB97M-V def2-TZVPD RIJCOSX def2/J DEFGRID3
* xyz -1 1
Pb 0.00623 -0.96546 -0.39078
N -2.63728 3.19259 -0.58070
C -2.04717 1.98728 -0.62463
N -1.10672 1.53816 0.13095
C -0.64933 2.38296 1.20829
N 0.16819 2.27384 2.19673
N 0.84186 1.19532 2.74794
C 1.52999 1.77125 3.67175
C 2.26360 0.96770 4.76586
C 3.01317 1.53019 5.78615
C 3.60002 0.67397 6.71006
C 3.41379 -0.67878 6.61409
C 2.62144 -1.17742 5.57719
N 2.08880 -0.34946 4.68338
C -1.26355 3.74996 1.25443
C -0.87829 4.68465 2.21977
C -1.44733 5.94090 2.26616
C -2.42789 6.29549 1.34318
C -2.83105 5.39140 0.38540
C -2.24605 4.12718 0.34943
H -3.35433 3.41166 -1.25052
H -2.43278 1.33507 -1.40078
H 1.53616 2.85841 3.69169
H 3.14659 2.60190 5.86193
H 4.20235 1.08574 7.51049
H 3.87327 -1.35674 7.32119
H 2.45430 -2.22321 5.41402
H -0.11716 4.38906 2.92651
H -1.13211 6.64983 3.02002
H -2.87837 7.27897 1.37590
H -3.59671 5.65214 -0.33566
C -1.73562 -2.13608 4.17849
C -2.93937 -2.79224 3.97052
C -3.39001 -2.98145 2.67991
C -2.63368 -2.51004 1.59774
N -1.47333 -1.87846 1.81607
C -1.04421 -1.70155 3.06271
C -3.05007 -2.69007 0.17247
C -4.22182 -3.39790 -0.10881
C -4.61452 -3.63455 -1.41487
C -3.84634 -3.12569 -2.44706
C -2.69246 -2.39949 -2.14651
C -2.23505 -2.16445 -0.85400
H -1.33910 -1.96898 5.17075
H -3.52022 -3.15679 4.80927
H -4.32295 -3.49372 2.50418
H -0.09590 -1.19013 3.16576
H -4.83802 -3.78853 0.69130
H -5.51839 -4.19696 -1.61863
H -4.14107 -3.28781 -3.47804
H -0.50101 -1.62859 -3.09250
O 0.35655 -1.64613 -2.69460
O 4.46880 -5.46192 -3.96121
S 4.77420 -4.48549 -2.94098
O 6.06775 -4.61736 -2.30507
N 3.59191 -4.34511 -1.85715
C 3.01200 -3.13684 -1.90073
O 2.11044 -2.75455 -1.14739
C 3.60452 -2.22338 -2.94895
C 3.24989 -0.92488 -3.26582
C 3.95510 -0.28282 -4.27635
C 4.98883 -0.92757 -4.95461
C 5.34060 -2.23388 -4.63487
C 4.62635 -2.85056 -3.62673
H 2.42778 -0.44980 -2.75003
H 3.69070 0.73215 -4.54964
H 5.51926 -0.40494 -5.74207
H 6.13870 -2.75007 -5.15254
C -1.52389 2.19928 -5.02967
C -2.01660 0.89041 -4.88514
C -1.50366 0.32035 -3.75569
C -0.76136 0.76134 -2.84749
C -0.26992 2.05754 -2.92752
C -0.67190 2.75858 -4.07208
H -1.80190 2.77568 -5.90388
H -2.67162 0.41883 -5.60422
H -2.34137 -1.78987 -2.96833
H 0.38544 2.51070 -2.19093
H -0.30712 3.76926 -4.21447
*
```

**Kohn-Sham gap**: 5.901 eV
**Relative energy (zero: lowest compared OMol25 entry of this formula, charge and spin)**: 410.02 kJ/mol
**LUMO**: 1.2 eV
**HOMO**: -4.676 eV



C4H7NO2 as an isolated structure in a non-equilibrium geometry. Source: OMol25; level of theory: ωB97M-V/def2-TZVPD.

The geometry in ORCA input format:
```
! wB97M-V def2-TZVPD RIJCOSX def2/J DEFGRID3
* xyz 0 1
C 1.97225 1.20618 0.32853
C 1.22326 -0.07589 0.54694
N -2.33086 -0.88340 -1.10786
C -0.76607 -0.53092 0.70388
C -1.42583 -0.13833 -0.41662
O 0.04765 0.27580 1.45280
O 1.67951 -1.17340 0.30010
H -2.36272 -0.72235 -2.10883
H -2.38221 -1.86466 -0.85462
H -0.90487 -1.51870 1.13782
H -1.27271 0.85840 -0.82170
H 3.04285 1.01281 0.42685
H 1.75561 1.59934 -0.66784
H 1.72414 1.95511 1.08056
*
```

**Kohn-Sham gap**: 8.931 eV
**Relative energy (zero: lowest compared OMol25 entry of this formula, charge and spin)**: 249.26 kJ/mol
**LUMO**: 0.9 eV
**HOMO**: -8.002 eV



C25H32Br45FINO5S as an isolated structure in a non-equilibrium geometry. Source: OMol25; level of theory: ωB97M-V/def2-TZVPD.

The geometry in ORCA input format:
```
! wB97M-V def2-TZVPD RIJCOSX def2/J DEFGRID3
* xyz 0 1
C 1.05298 3.40009 -2.87284
C 1.44627 2.16390 -3.62487
O 1.67421 2.14204 -4.77693
O 1.52822 1.03984 -2.84726
C 2.88356 0.91692 -2.35749
C 2.84327 0.14322 -1.06676
C 2.63902 1.06125 0.14075
C 3.36130 0.46250 1.34113
C 2.87986 0.90715 2.74429
C 2.15109 2.22244 2.80968
N 3.09141 3.39142 2.73344
C 3.92649 3.48091 3.94123
C 5.40535 3.47053 3.50719
O 5.80432 2.66539 2.79686
I 6.79519 4.96508 4.24184
S 2.08341 4.72279 2.59350
O 0.91733 4.60409 3.35441
O 1.86458 4.94283 1.24159
F 2.86823 5.92835 3.15497
H 1.62591 3.48271 -1.95430
H 0.00725 3.31026 -2.61000
H 1.23397 4.28368 -3.45752
H 3.32201 1.89826 -2.19119
H 3.46789 0.42403 -3.12881
H 2.10284 -0.64415 -1.10011
H 3.80643 -0.34424 -0.98660
H 1.57289 1.19332 0.26129
H 3.15497 1.98472 -0.09764
H 3.21927 -0.61234 1.29011
H 4.43016 0.60683 1.28289
H 2.21259 0.15367 3.13188
H 3.74528 0.89227 3.39569
H 1.68731 2.27585 3.79270
H 1.34212 2.32097 2.11581
H 3.74243 4.39284 4.49651
H 3.72873 2.67260 4.62550
C 4.53778 -5.27935 0.82350
Br 5.74477 -4.23210 -0.24812
Br 4.36054 -4.56336 2.60169
Br 2.82440 -5.48676 -0.03277
H 4.97285 -6.26298 0.91800
C 0.65483 -8.29991 0.78720
Br -1.19984 -8.08646 1.25306
Br 1.75197 -8.59752 2.34107
Br 0.90509 -9.67475 -0.53675
H 0.98067 -7.37118 0.34526
C -1.14815 -2.55612 3.89863
Br -0.97666 -0.71391 4.44430
Br 0.54386 -3.41012 3.53535
Br -2.15294 -3.57048 5.18710
H -1.71626 -2.55864 2.97922
C -5.29203 -6.68663 1.85071
Br -5.05796 -7.79806 3.40414
Br -4.18137 -5.11819 1.93723
Br -5.01043 -7.67091 0.22463
H -6.31941 -6.35168 1.85068
C 0.43385 7.57828 -0.08352
Br -0.82066 8.97133 0.34947
Br -0.46162 5.93531 -0.51831
Br 1.65728 8.11472 -1.47134
H 1.02311 7.39058 0.80290
C -5.01869 9.28693 2.08534
Br -3.90801 10.83553 1.80416
Br -4.77871 7.97832 0.69481
Br -4.74672 8.52737 3.83309
H -6.04464 9.61894 2.03802
C 1.24871 3.14341 -8.43171
Br -0.11776 4.41559 -7.96019
Br 0.51817 1.38739 -8.71476
Br 2.28298 3.73677 -9.94517
H 1.92249 3.07475 -7.58966
C 6.03649 7.30507 0.98671
Br 4.79231 8.75406 1.22361
Br 5.13605 5.61841 0.81075
Br 7.23407 7.61944 -0.48991
H 6.63994 7.25230 1.88219
C -5.71006 -7.94193 7.40174
Br -5.03193 -6.14707 7.56363
Br -4.30897 -9.25469 7.58195
Br -7.15538 -8.26789 8.62952
H -6.11240 -8.04004 6.40354
C -9.22866 -9.35341 2.44219
Br -8.21714 -9.42142 4.07691
Br -9.84190 -7.56648 2.06563
Br -8.23941 -10.09202 0.96707
H -10.10378 -9.96981 2.58156
C -1.22414 -1.72236 -11.59543
Br -2.54346 -0.38058 -11.99794
Br 0.42330 -1.40399 -12.53576
Br -0.94390 -1.89494 -9.69950
H -1.61415 -2.66565 -11.94840
C 7.78584 3.56972 -1.85521
Br 8.29677 2.19122 -0.61262
Br 8.87126 3.54377 -3.44390
Br 5.91047 3.48210 -2.27307
H 7.95599 4.51885 -1.36646
C -3.37225 -2.27929 -15.63985
Br -1.72951 -2.40103 -16.63337
Br -4.91359 -2.43448 -16.78085
Br -3.42561 -3.55547 -14.19939
H -3.40234 -1.29642 -15.19215
C -7.43303 -4.64278 11.36939
Br -5.54293 -4.37025 11.12905
Br -8.37961 -4.57527 9.69427
Br -7.79983 -6.26957 12.33169
H -7.79801 -3.82618 11.97340
C -2.46137 1.86822 0.84906
Br -2.69800 3.45153 1.90574
Br -0.58469 1.56235 0.54501
Br -3.39242 0.35269 1.58922
H -2.90369 2.05518 -0.11821
*
```

**Kohn-Sham gap**: 9.469 eV
**Relative energy (zero: lowest compared OMol25 entry of this formula, charge and spin)**: 0.00 kJ/mol
**LUMO**: -0.4 eV
**HOMO**: -9.891 eV



C2H5NO2P as an isolated structure in a non-equilibrium geometry. Source: OMol25; level of theory: ωB97M-V/def2-TZVPD.

The geometry in ORCA input format:
```
! wB97M-V def2-TZVPD RIJCOSX def2/J DEFGRID3
* xyz 1 1
C -0.92265 -1.10426 -0.61241
C 0.60575 -0.83153 -0.30414
N 0.72055 1.68249 1.93449
O 0.97018 2.81581 1.85174
O -1.38786 0.27059 -0.30643
P 0.03047 0.79437 0.24164
H -1.20098 -1.42457 -1.54321
H -1.45121 -1.79012 0.19509
H 0.88077 -1.49033 0.54912
H 1.25405 -0.68279 -1.21068
H 0.50093 1.76034 -0.79521
*
```

**Kohn-Sham gap**: 8.078 eV
**Relative energy (zero: lowest compared OMol25 entry of this formula, charge and spin)**: 419.72 kJ/mol
**LUMO**: -6.8 eV
**HOMO**: -14.864 eV



C5H7NO as an isolated structure in a non-equilibrium geometry. Source: OMol25; level of theory: ωB97M-V/def2-TZVPD.

The geometry in ORCA input format:
```
! wB97M-V def2-TZVPD RIJCOSX def2/J DEFGRID3
* xyz 0 1
C 1.44682 -0.50624 -0.01080
C 0.16350 -1.28399 0.25620
O -0.50967 -0.71040 1.38590
C -1.16381 0.33119 0.58006
C -0.18546 1.42163 0.25220
N 0.62195 0.60846 -0.56110
C -0.56600 -0.30408 -0.69885
H 2.12224 -0.25954 0.80927
H 2.00176 -0.88522 -0.87530
H 0.10612 -2.37247 0.21061
H -2.17973 0.51217 0.94242
H -1.09224 1.64882 -1.60697
H 0.26055 2.11315 0.99668
H -1.02603 -0.31348 -1.68032
*
```

**Kohn-Sham gap (spin up / spin down)**: 7.805 / 8.568 eV
**Relative energy (zero: lowest compared OMol25 entry of this formula, charge and spin)**: 764.03 kJ/mol
**LUMO (spin up / spin down)**: -0.1 / 0.0 eV
**HOMO (spin up / spin down)**: -7.929 / -8.611 eV



Repeat the seventh record exactly.
C2H5NO2P as an isolated structure in a non-equilibrium geometry. Source: OMol25; level of theory: ωB97M-V/def2-TZVPD.

The geometry in ORCA input format:
```
! wB97M-V def2-TZVPD RIJCOSX def2/J DEFGRID3
* xyz 1 1
C -0.92265 -1.10426 -0.61241
C 0.60575 -0.83153 -0.30414
N 0.72055 1.68249 1.93449
O 0.97018 2.81581 1.85174
O -1.38786 0.27059 -0.30643
P 0.03047 0.79437 0.24164
H -1.20098 -1.42457 -1.54321
H -1.45121 -1.79012 0.19509
H 0.88077 -1.49033 0.54912
H 1.25405 -0.68279 -1.21068
H 0.50093 1.76034 -0.79521
*
```

**Kohn-Sham gap**: 8.078 eV
**Relative energy (zero: lowest compared OMol25 entry of this formula, charge and spin)**: 419.72 kJ/mol
**LUMO**: -6.8 eV
**HOMO**: -14.864 eV



Copy entry 7 word for word.
C2H5NO2P as an isolated structure in a non-equilibrium geometry. Source: OMol25; level of theory: ωB97M-V/def2-TZVPD.

The geometry in ORCA input format:
```
! wB97M-V def2-TZVPD RIJCOSX def2/J DEFGRID3
* xyz 1 1
C -0.92265 -1.10426 -0.61241
C 0.60575 -0.83153 -0.30414
N 0.72055 1.68249 1.93449
O 0.97018 2.81581 1.85174
O -1.38786 0.27059 -0.30643
P 0.03047 0.79437 0.24164
H -1.20098 -1.42457 -1.54321
H -1.45121 -1.79012 0.19509
H 0.88077 -1.49033 0.54912
H 1.25405 -0.68279 -1.21068
H 0.50093 1.76034 -0.79521
*
```

**Kohn-Sham gap**: 8.078 eV
**Relative energy (zero: lowest compared OMol25 entry of this formula, charge and spin)**: 419.72 kJ/mol
**LUMO**: -6.8 eV
**HOMO**: -14.864 eV



What is the formula in the seventh record? C2H5NO2P